Entry 1:
Here is 13 unconnected molecules or ions with the total composition C12H48BrN24O12 from the OMol25 dataset. Energies are from wB97M-V/def2-TZVPD.

```
97
Properties=species:S:1:pos:R:3:forces:R:3:lowdin_charge:R:1
Br 11.4412 14.2283 11.1944 -0.1 0.3 0.9 0.2913
C 12.7368 15.7723 16.7430 0.9 -0.3 -2.0 -0.7939
O 13.8487 16.1801 16.7770 3.0 1.6 -0.3 0.0785
N 12.0838 15.2495 17.7045 -3.2 -2.1 5.2 0.1677
N 11.9682 15.5860 15.6763 -0.5 0.6 -4.4 0.1602
H 12.3778 15.1701 18.6675 -0.2 0.2 -0.4 0.1275
H 11.1580 15.0552 17.3506 -0.1 -0.3 2.0 0.0979
H 12.3560 15.7464 14.7576 -0.4 0.3 0.3 0.0873
H 11.0628 15.1393 15.7022 0.6 0.9 -0.2 0.0378
C 15.5604 15.2577 10.3239 -2.6 0.1 -0.4 -0.8699
O 15.7642 15.3769 11.4632 1.1 1.0 6.6 0.0752
N 16.4115 14.9302 9.4616 5.3 -1.7 -5.9 0.1904
N 14.3656 15.3712 9.7878 -3.6 0.9 -1.4 0.1692
H 17.4032 14.7807 9.5807 -0.4 0.2 0.5 0.1348
H 16.0625 14.8708 8.5157 0.7 -0.3 0.1 0.1177
H 14.2539 15.3268 8.7850 -0.4 -0.1 0.4 0.1086
H 13.5434 15.3253 10.3726 0.0 -0.1 -0.2 -0.0233
C 11.0160 12.9872 7.3835 -0.1 -3.2 -1.7 -0.7602
O 10.6782 12.8354 6.2225 -0.8 2.1 -1.5 0.0111
N 11.0347 14.0610 8.1550 -0.4 2.1 -1.2 0.1282
N 11.3886 11.8572 7.9773 1.1 -1.0 2.8 0.1523
H 11.2320 14.0505 9.1455 -0.1 0.1 -0.2 -0.1535
H 10.7130 14.8597 7.6271 0.1 0.3 0.7 0.1050
H 11.8651 12.0041 8.8556 0.1 -0.9 -0.1 0.0509
H 11.5092 10.9859 7.4808 0.0 0.5 0.0 0.1263
C 7.6247 10.2790 8.8408 -1.9 -5.5 -2.9 -0.7930
O 7.6886 9.3514 7.9763 -0.6 1.8 1.2 -0.0283
N 8.5027 11.1232 9.0718 7.0 4.5 -0.4 0.1965
N 6.6691 10.4513 9.6932 -6.5 -1.5 2.8 0.1605
H 8.5735 11.5755 9.9721 0.2 0.1 -0.5 0.1110
H 9.3075 11.0041 8.4734 0.6 0.5 0.6 0.0963
H 5.8011 9.9627 9.5258 0.3 -0.2 0.0 0.1122
H 6.5531 11.0769 10.4775 0.7 0.4 -0.5 0.0858
C 13.8088 17.9226 13.5524 -0.8 1.7 2.6 -0.8421
O 12.8906 18.4362 14.1478 -1.3 1.1 1.1 0.0286
N 15.0705 17.9415 13.8909 3.3 0.4 2.0 0.1851
N 13.6849 17.3040 12.4566 -2.7 -3.3 -6.5 0.1813
H 15.2460 18.0982 14.8731 0.3 -0.3 -0.1 0.1173
H 15.6093 17.2773 13.3536 0.7 0.2 0.7 0.1004
H 14.3257 16.6168 12.0862 0.4 0.1 0.1 0.0554
H 12.7814 17.3277 12.0059 0.1 -0.1 0.3 0.0735
C 9.9090 18.0157 9.8332 -1.8 -0.2 -1.2 -0.7940
O 9.3863 19.0897 9.6649 -1.5 1.2 -0.2 0.0383
N 9.4210 16.8026 9.5261 -2.4 -1.4 -0.9 0.1599
N 11.1016 17.9023 10.2914 4.2 0.2 1.8 0.1645
H 9.9090 15.9363 9.7035 0.0 0.2 0.2 0.0031
H 8.4503 16.7281 9.2574 0.3 0.1 -0.1 0.1094
H 11.5620 18.7915 10.4231 0.6 -0.6 0.1 0.1324
H 11.5116 16.9799 10.2571 0.7 0.5 0.3 0.0454
C 10.2740 12.0131 14.4417 2.1 0.2 -4.3 -0.7900
O 10.6638 11.4770 13.3939 -0.4 0.4 -1.3 -0.0399
N 9.9515 11.2580 15.4075 -1.2 -2.7 5.6 0.1878
N 10.2358 13.3174 14.6062 0.0 1.2 -0.5 0.2064
H 10.2728 10.3041 15.3237 -0.1 0.2 0.0 0.1294
H 10.2328 11.7174 16.2618 -0.5 -0.7 0.7 0.1193
H 10.6035 13.7312 13.7614 0.1 1.1 0.3 0.0332
H 10.1609 13.7663 15.5079 -0.3 -0.2 -0.7 0.0935
C 14.3836 10.7591 10.1352 3.6 -0.3 0.0 -0.7569
O 14.8471 9.7196 9.6824 -0.5 -0.6 -0.3 0.0069
N 13.1571 11.0537 10.3954 -3.5 -0.5 0.1 0.1642
N 15.1816 11.7796 10.4878 1.9 2.0 0.3 0.1577
H 12.5225 10.2943 10.1937 -0.9 0.4 0.2 0.0626
H 12.8922 11.9658 10.7390 -0.3 -0.4 0.1 0.0219
H 14.7744 12.5463 11.0041 0.4 -0.1 0.1 0.0700
H 16.1891 11.7112 10.4730 -0.4 -0.2 0.0 0.1083
C 10.7537 8.3899 10.6076 0.6 2.1 0.4 -0.8160
O 11.1158 9.2555 9.8655 0.5 2.1 -2.3 0.0455
N 11.0812 7.1714 10.5452 2.1 -6.1 -2.2 0.1805
N 10.1670 8.5855 11.7328 -3.4 2.8 4.1 0.1836
H 10.4980 6.5207 11.0517 0.7 -0.5 -0.7 0.1208
H 11.7174 6.9812 9.7842 -0.4 -0.9 0.1 0.1381
H 10.0278 7.8410 12.4009 0.0 0.7 -0.1 0.1150
H 9.9643 9.5545 11.9334 -0.2 -0.2 0.6 0.0981
C 7.1032 13.4758 11.7756 -3.7 -2.6 2.4 -0.7459
O 5.8622 13.4728 11.6457 1.6 0.0 -0.5 -0.0041
N 7.7658 12.5891 12.5489 0.5 -2.8 1.6 0.1546
N 7.9728 14.2977 11.3461 2.3 4.9 -3.4 0.1711
H 8.7726 12.5091 12.5451 0.0 0.2 -0.2 0.0467
H 7.3393 11.8071 13.0251 -0.5 0.5 -0.2 0.1117
H 7.7096 14.9796 10.6491 -0.1 -0.1 0.3 0.1068
H 8.9417 14.3310 11.6292 -0.1 -0.3 -0.1 -0.0158
C 14.4691 13.0240 13.9342 1.9 -4.9 2.1 -0.7749
O 15.4604 12.9927 14.6576 0.2 -0.4 -0.1 0.0217
N 13.7837 11.9481 13.4878 -0.5 -3.9 -0.7 0.1606
N 13.8865 14.0656 13.5699 -2.8 7.9 -1.0 0.1658
H 12.8161 11.8499 13.2153 -0.2 1.3 0.0 0.0480
H 14.0749 10.9867 13.5922 1.0 0.5 0.3 0.1075
H 14.0491 14.8686 14.1605 0.5 0.1 -0.3 0.0987
H 13.1283 14.2063 12.9176 0.1 -0.8 0.0 -0.0450
C 8.9855 17.6116 14.8368 -1.8 -1.7 0.7 -0.7291
O 8.9984 16.5309 15.4463 1.0 0.2 -0.8 -0.0070
N 8.4330 18.6732 15.3492 -1.4 3.1 3.5 0.1458
N 9.1332 17.8630 13.5605 2.2 -2.2 -4.4 0.1772
H 8.4502 19.5622 14.8702 -0.2 -0.3 0.5 0.1128
H 7.9926 18.5504 16.2498 0.2 0.5 -0.1 0.1173
H 9.5196 17.1130 13.0053 0.1 0.2 -0.1 0.1003
H 9.0587 18.7348 13.0560 0.0 -0.1 0.6 0.1183
```
Forces are in eV/Å.

Results
Lowest unoccupied orbital energy: 1.9 eV
Energy relative to the best compared isomer or geometry (same formula, charge and spin): 109.1 kJ/mol
Total charge: -1
Gap between HOMO and LUMO: 8.910 eV
Calculated total energy: -143607.70576 eV



Entry 2:
Here is a molecular structure, C37H67F2IN3O12S4 from the OMol25 dataset. Energies are from wB97M-V/def2-TZVPD.

```
126
Properties=species:S:1:pos:R:3:forces:R:3:lowdin_charge:R:1
C -4.5141 2.7898 -0.6553 -0.2 1.2 -0.8 0.0086
C -4.8421 1.7068 0.3047 4.0 3.0 5.9 -0.4112
O -4.4751 1.9248 1.4997 -2.4 -2.2 -4.2 0.1003
N -5.3061 0.4198 -0.1113 -2.0 -0.8 -3.4 0.0081
H -5.8871 0.5238 -1.0853 1.0 -0.2 3.5 0.2285
H -4.4131 -0.0382 -0.5313 0.8 -1.0 0.4 0.0656
C -5.7901 -0.5632 0.9337 1.8 2.7 3.3 0.0186
H -3.6731 2.6848 -1.4363 -1.2 -0.2 1.3 0.1157
H -4.4101 3.7558 -0.0793 0.7 -1.3 -0.3 0.1171
H -5.4611 2.9928 -1.1103 -0.7 0.2 -1.4 0.0755
H -4.8381 -0.6962 1.6757 -2.6 0.5 -1.7 0.1729
H -6.0801 -1.4922 0.5917 -0.2 -1.8 -1.5 0.0483
H -6.6881 -0.1362 1.4577 1.2 -0.2 -0.3 0.1216
C -0.0961 -1.1452 -1.7333 0.5 -0.2 1.4 -0.0095
C 0.0089 -0.3182 -0.4593 1.6 -0.5 1.3 -0.3773
O 0.9809 -0.3222 0.2977 -3.6 0.5 -1.8 0.0979
N -1.2101 0.5948 -0.3163 -0.4 -1.5 1.4 -0.0149
H -1.0841 1.1788 -1.1853 0.0 0.6 0.3 -0.0660
H -2.1721 -0.0012 -0.4933 1.8 0.5 -0.2 0.0818
C -1.3621 1.4648 0.9377 3.4 -1.5 1.2 -0.0165
H -1.0801 -1.1002 -2.2523 1.2 0.3 0.1 0.0724
H 0.1659 -2.1822 -1.4553 -0.3 0.3 -0.1 0.0959
H 0.8419 -0.8152 -2.1913 -0.5 0.0 -1.0 0.0795
H -0.2801 1.7798 1.1377 -1.6 0.0 -0.1 0.0929
H -1.7121 1.0148 1.9957 0.3 0.6 -3.1 0.1434
H -1.8861 2.2598 0.5127 -1.1 1.6 0.4 0.0281
C -5.3451 -2.8892 -2.7773 -1.2 2.5 -1.1 0.0577
C -4.9881 -1.7152 -3.8233 -1.3 -2.6 -1.9 -0.3328
O -5.1211 -1.8642 -5.0293 0.7 1.3 3.4 0.1264
N -4.4291 -0.4562 -3.2083 -3.4 1.1 -3.3 0.0349
H -5.3371 -0.0132 -2.9243 1.0 -0.2 -0.1 0.1629
H -3.9161 -0.6872 -2.3783 1.7 -0.6 2.1 0.0184
C -3.7211 0.5428 -4.1413 -2.9 -0.5 -1.3 0.0517
H -6.4201 -3.2102 -2.9163 1.3 0.3 -0.4 0.1127
H -5.3131 -2.5242 -1.7183 0.9 -0.8 -0.9 0.0673
H -4.6601 -3.6112 -3.2283 0.1 -0.6 1.1 0.0626
H -3.4191 1.2928 -3.4293 0.9 0.4 -0.4 0.0490
H -4.5731 1.0028 -4.9193 2.6 -1.4 2.0 0.1784
H -2.9671 -0.0982 -4.6193 0.1 1.0 -0.1 0.1040
I 0.0439 2.8258 -2.7913 -0.5 -0.4 0.4 -0.3538
O -3.2371 -0.8672 -0.9863 0.0 -1.2 0.6 -0.3141
H -2.8801 -1.7542 -0.6873 -0.9 1.5 -0.5 0.0892
F 0.3569 -0.1032 3.3667 0.2 -0.5 -0.3 0.0453
C -0.1311 -0.2262 4.6067 0.9 -2.8 2.0 -0.3053
C -0.7351 0.8168 5.1677 -3.0 3.3 1.7 -0.0241
C -1.3331 0.8008 6.4857 1.9 -0.8 -2.8 -0.0490
C -1.1381 -0.3242 7.1967 1.0 -1.0 -1.8 -0.1186
C -0.4761 -1.4782 6.7407 0.5 1.0 -2.4 -0.0593
C 0.0349 -1.4412 5.4167 0.8 -1.1 -1.1 0.0000
H -1.0151 1.7488 4.6647 0.8 -0.4 -0.6 0.1168
H -1.8981 1.6198 6.8747 -0.1 0.4 0.0 0.1055
H -1.6101 -0.3192 8.0657 -1.7 -0.5 4.2 0.0578
H -0.3901 -2.3612 7.3597 0.1 0.1 -0.1 0.1030
H 0.5789 -2.4112 4.9517 -1.3 2.5 1.1 0.1472
F -0.5961 -2.5172 -4.6823 -0.4 -1.3 0.8 0.0513
C -1.4281 -3.6102 -4.5553 -0.6 1.3 -1.9 -0.2597
C -1.3071 -4.6362 -3.7043 6.0 0.7 4.0 -0.0748
C -2.0611 -5.7072 -3.4673 -5.4 -0.6 -3.1 -0.0304
C -3.2501 -5.6372 -4.2713 3.1 3.9 -1.9 -0.0446
C -3.4891 -4.5942 -5.2823 0.7 -1.9 2.8 -0.0600
C -2.5041 -3.6252 -5.3873 -2.4 0.4 0.1 -0.0479
H -0.4301 -4.5952 -3.0293 0.0 0.3 -0.6 0.1266
H -1.9381 -6.5512 -2.8283 0.6 0.0 0.6 0.1122
H -3.9551 -6.2762 -4.4843 -3.5 -4.4 0.5 0.0333
H -4.5171 -4.5532 -5.7513 1.7 0.0 0.3 0.1330
H -2.9091 -2.7392 -5.7613 0.4 1.6 -1.6 0.0841
C 4.9039 -2.4522 -4.4243 3.3 -2.3 -3.8 -0.2536
C 5.3779 -3.6882 -3.6143 5.1 0.9 -1.5 -0.2211
C 4.6639 -3.6642 -2.3823 -2.5 -4.3 -0.7 -0.2995
S 3.1509 -2.9522 -2.6863 2.1 6.5 0.7 0.6341
O 3.0649 -1.7232 -1.8723 -0.2 -1.4 -0.8 -0.3236
O 2.0809 -3.8112 -2.7393 -4.4 -3.9 0.6 -0.2858
C 3.4929 -2.4882 -4.3943 -5.4 -0.8 -0.2 -0.2827
H 5.2099 -2.6602 -5.5733 0.0 1.4 2.7 0.1789
H 5.0699 -1.5372 -3.9543 1.9 1.7 0.3 0.1020
H 6.5639 -3.8222 -3.3063 -2.7 1.2 -1.1 0.1898
H 5.3209 -4.5452 -4.2103 -1.0 -1.4 -1.0 0.0902
H 5.2769 -3.3542 -1.7033 2.7 3.5 4.4 0.0448
H 4.5519 -4.6502 -1.9683 -0.8 -0.9 -0.1 0.1307
H 2.9239 -1.4492 -4.5083 1.1 -2.4 -0.2 0.1661
H 3.0569 -3.4172 -4.9813 0.5 2.2 0.8 0.1526
C 3.7619 -1.7442 3.5667 2.8 -1.1 0.6 -0.1862
C 4.4699 -3.0382 4.0177 -4.6 -2.9 6.7 -0.3033
C 5.4339 -3.4692 3.1257 1.9 -2.4 -2.9 -0.2840
S 4.7439 -2.9722 1.5777 4.3 4.6 1.1 0.5878
O 4.1779 -4.0002 0.8937 -2.4 -5.9 -3.8 -0.2551
O 5.7169 -2.0982 0.9497 -0.2 -0.5 -0.1 -0.2974
C 3.4719 -1.9852 2.1117 -2.0 1.9 0.8 -0.2480
H 4.6299 -1.1632 3.6437 0.5 2.5 0.4 0.1042
H 2.9489 -1.5442 4.2107 -0.7 0.8 0.4 0.0929
H 3.6919 -3.8522 4.0977 0.1 0.6 -0.4 0.1260
H 4.8859 -3.2652 5.1357 -0.9 1.8 -2.2 0.1822
H 5.6999 -4.5432 3.1127 -0.5 0.5 0.0 0.1405
H 6.3059 -2.9582 3.3227 2.3 1.3 -0.3 0.0916
H 2.5069 -2.5082 2.2717 0.3 0.1 -1.7 0.1284
H 3.5719 -1.1082 1.3777 -1.0 -1.1 1.3 0.1372
C 3.6539 3.6698 -0.0293 -2.4 -1.9 -1.4 -0.2002
C 3.0539 2.2418 0.3797 1.1 0.3 -5.3 -0.2950
C 2.6579 2.2488 1.7377 -0.9 1.1 2.0 -0.2781
S 4.0969 3.0438 2.3597 2.0 -1.4 5.0 0.6680
O 5.1219 2.0338 2.6817 -1.3 0.9 -0.6 -0.3317
O 3.7139 3.9498 3.4247 -0.1 0.1 -0.3 -0.3351
C 4.6899 3.9418 0.9997 0.3 0.7 -1.0 -0.2439
H 2.8739 4.4088 0.0937 -0.4 0.3 -0.3 0.0900
H 3.8749 3.5568 -1.1143 0.5 0.6 0.9 0.1339
H 3.9959 1.6578 0.1757 -1.3 -0.5 0.3 0.1427
H 2.1849 1.9078 -0.2373 1.1 0.3 -0.2 0.0855
H 2.4919 1.1958 2.0807 -0.1 1.3 0.5 0.1217
H 1.8699 3.0828 1.8747 0.5 -1.9 0.2 0.1313
H 5.6529 3.4858 0.7907 0.2 0.4 -0.1 0.1164
H 4.6829 5.0138 1.2217 0.6 -0.4 0.3 0.1198
C -0.2641 7.7128 2.3417 1.0 -0.7 -4.2 -0.2126
C 0.6879 6.6848 1.6877 0.3 -1.2 5.0 -0.2497
C 0.0049 5.7748 0.7867 -0.7 -3.1 2.9 -0.2334
S -1.4961 5.5068 1.6977 -2.3 2.6 -3.2 0.6442
O -1.3851 4.3278 2.4337 0.3 -3.3 2.3 -0.3067
O -2.6101 5.6308 0.7537 0.4 0.0 0.9 -0.3490
C -1.3861 6.9138 2.8487 -4.2 2.9 -3.9 -0.2068
H -0.3791 8.4118 1.4507 -1.2 -0.4 1.4 0.1545
H 0.1519 8.2438 3.1017 1.6 1.5 2.0 0.0855
H 1.0749 6.0658 2.5877 0.3 1.0 -1.6 0.1634
H 1.3699 7.1248 1.0967 3.3 1.8 -1.2 0.0812
H 0.4919 4.7468 0.8177 -0.6 1.4 -1.1 0.1220
H -0.2951 6.2688 -0.0503 -0.4 0.6 -3.0 0.0821
H -1.2861 6.4408 3.7307 0.6 -1.1 3.3 0.0571
H -2.3371 7.6388 2.8087 1.6 -2.3 0.2 0.1691
```
Forces are in eV/Å.

Results
Lowest unoccupied orbital energy: -4.2 eV
Energy relative to the best compared isomer or geometry (same formula, charge and spin): 0.0 kJ/mol
Total charge: +1
Gap between HOMO and LUMO: 5.220 eV
Calculated total energy: -125350.98331 eV



Entry 3:
Here is 4 unconnected molecules or ions with the total composition C8H16Br8 from the OMol25 dataset. Energies are from wB97M-V/def2-TZVPD.

```
32
Properties=species:S:1:pos:R:3:forces:R:3:lowdin_charge:R:1
Br -2.7247 -1.8800 2.5163 -0.1 0.0 0.0 0.6262
C -0.8651 -1.7542 3.0576 -0.1 0.5 0.6 -0.7286
C -0.7833 -1.0072 4.3821 0.0 -0.4 -0.5 -0.6957
Br 1.1016 -0.7656 4.7788 0.1 0.1 0.1 0.6149
H -0.3565 -1.1711 2.3002 0.0 -0.2 -0.2 -0.0218
H -0.4798 -2.7615 3.1591 0.1 0.0 -0.2 0.0566
H -1.2112 -1.5887 5.1906 -0.1 0.1 0.1 0.0550
H -1.2391 -0.0260 4.3087 0.0 0.1 0.1 0.0282
Br -0.0638 -1.3230 -3.4954 0.0 0.0 0.1 0.6369
C -0.8274 -0.6949 -5.1579 -0.4 -0.3 -0.3 -0.6991
C -0.1201 -1.2860 -6.3587 0.8 0.8 0.1 -0.7414
Br -0.7302 -3.0495 -6.7835 0.0 -0.3 -0.1 0.6423
H -0.7917 0.3898 -5.1468 0.2 0.0 0.0 0.0593
H -1.8633 -1.0227 -5.1479 0.0 0.2 0.1 0.0411
H 0.9536 -1.3144 -6.1726 -0.1 -0.3 0.0 0.0466
H -0.2242 -0.6575 -7.2413 -0.4 -0.1 0.0 0.0587
Br -1.6827 4.4634 -0.0934 0.0 0.0 0.0 0.6152
C -1.1662 4.4993 1.7846 -0.2 0.3 0.0 -0.7060
C -1.1227 3.1006 2.3296 -0.1 -0.4 -0.2 -0.7173
Br -0.1564 3.0775 4.0113 -0.1 0.0 0.1 0.6336
H -1.9200 5.1075 2.2752 0.1 0.0 0.1 0.0549
H -0.2052 4.9967 1.8592 0.0 -0.1 -0.2 0.0471
H -0.6027 2.4161 1.6663 0.2 0.1 0.0 -0.0149
H -2.1095 2.6826 2.5089 0.0 0.1 0.1 0.0628
Br 0.7757 0.3095 0.1010 0.0 0.1 0.0 0.6637
C 2.1296 -1.0000 0.5730 0.3 -0.1 0.0 -0.6908
C 2.7168 -1.5820 -0.6907 -0.6 0.1 -0.2 -0.7368
Br 3.8333 -3.0937 -0.2657 0.2 -0.1 0.1 0.6488
H 1.6330 -1.7549 1.1733 0.0 0.0 0.0 0.0351
H 2.8908 -0.5058 1.1693 -0.1 0.1 0.1 0.0628
H 3.2897 -0.8553 -1.2577 0.2 0.0 0.1 0.0617
H 1.9215 -1.9494 -1.3335 0.1 -0.1 0.0 0.0010
```
Forces are in eV/Å.

Results
Lowest unoccupied orbital energy: 0.4 eV
Energy relative to the best compared isomer or geometry (same formula, charge and spin): 19.4 kJ/mol
Gap between HOMO and LUMO: 10.610 eV
Structure (SMILES): BrCCBr.BrCCBr.BrCCBr.BrCCBr
Calculated total energy: -568895.98490 eV